{"formula": "C4H14O3", "method": "wB97M-V/def2-TZVPD", "e_tot_ev": -10516.530, "smiles": "C=CCC.O.O.O", "relative_energy_kj_mol": 135.0, "lumo_ev": 0.352, "symbols": ["C", "C", "C", "C", "H", "H", "H", "H", "H", "H", "H", "H", "O", "H", "H", "O", "H", "H", "O", "H", "H"], "xyz": [[2.4244, -0.4339, 0.3985], [1.3323, 0.1775, 0.8187], [-0.0955, 0.2205, 0.3123], [-1.1298, -0.5585, 1.1336], [3.2825, -0.3835, 1.0594], [2.5648, -0.9349, -0.5512], [1.4045, 0.7790, 1.7269], [-0.3666, 1.2699, 0.2239], [-0.1019, -0.2001, -0.6921], [-0.7439, -1.5052, 1.5084], [-1.4288, -0.0203, 2.0361], [-1.9899, -0.7462, 0.4952], [0.5008, 2.8119, -1.5140], [-0.2781, 2.2312, -1.6642], [0.1756, 3.6611, -1.8245], [0.2462, -3.6637, 1.7796], [0.8371, -3.4290, 1.0321], [-0.5351, -3.9515, 1.3169], [-2.3261, 1.3619, -2.1740], [-3.1733, 0.9338, -2.2153], [-2.3079, 2.0163, -2.8872]]}

{"formula": "C4H14O3", "method": "wB97M-V/def2-TZVPD", "e_tot_ev": -10517.152, "smiles": "CC[C@@H](C)O.O.O", "relative_energy_kj_mol": 75.0, "lumo_ev": 0.756, "symbols": ["C", "C", "C", "C", "O", "H", "H", "H", "H", "H", "H", "H", "H", "H", "H", "O", "H", "H", "O", "H", "H"], "xyz": [[2.4248, -0.2623, 0.5636], [1.1871, -0.0403, -0.2729], [0.9545, 1.3929, -0.7219], [0.0838, 1.4924, -1.9654], [0.2997, 2.0448, 0.3717], [3.3342, 0.1748, 0.1512], [2.3194, 0.2165, 1.5433], [2.6310, -1.3220, 0.6645], [0.2766, -0.4496, 0.1585], [1.3038, -0.5627, -1.2352], [1.8849, 1.9123, -0.9354], [0.5872, 1.1593, -2.8735], [-0.3557, 2.4802, -2.1123], [-0.7613, 0.8189, -1.8429], [-0.3308, 2.7618, 0.2782], [-2.2547, 1.3643, 1.2998], [-1.3048, 1.4220, 1.1041], [-2.4071, 1.9654, 2.0346], [-3.2335, -5.8033, 1.4363], [-2.5264, -5.3299, 0.9952], [-4.1128, -5.4353, 1.3583]]}